{
  "formula": "C45H51ClInN8O6S3",
  "method": "ωB97M-V/def2-TZVPD",
  "charge": -1,
  "elements": ["In", "Cl", "S", "S", "S", "O", "O", "O", "O", "O", "O", "N", "N", "N", "N", "N", "N", "N", "N", "C", "C", "C", "C", "C", "C", "C", "C", "C", "C", "C", "C", "C", "C", "C", "C", "C", "C", "C", "C", "C", "C", "C", "C", "C", "C", "C", "C", "C", "C", "C", "C", "C", "C", "C", "C", "C", "C", "C", "C", "C", "C", "C", "C", "C", "H", "H", "H", "H", "H", "H", "H", "H", "H", "H", "H", "H", "H", "H", "H", "H", "H", "H", "H", "H", "H", "H", "H", "H", "H", "H", "H", "H", "H", "H", "H", "H", "H", "H", "H", "H", "H", "H", "H", "H", "H", "H", "H", "H", "H", "H", "H", "H", "H", "H", "H"],
  "positions_angstrom": [[-0.65679, -0.60351, -1.34957], [-5.89128, 0.98005, -2.04032], [-2.41949, 2.37046, 1.52275], [2.81912, -3.57434, -3.03501], [1.74721, -1.00071, -1.84275], [1.64070, 2.41670, -1.24773], [-2.40145, 0.59011, -1.61853], [-0.15877, -2.69843, -0.25505], [2.11591, -1.62843, 4.61099], [-3.16890, 0.81292, -3.73696], [-2.63100, -1.44084, 0.07294], [0.04869, -1.25219, 3.05280], [1.00762, 4.25069, -0.05615], [-0.49458, 0.63101, 0.47836], [-0.23058, 0.66502, -3.48572], [-0.26741, 2.93388, -4.47350], [0.32385, -3.10515, -2.87989], [-0.84551, -2.36021, -2.88967], [2.43326, 2.63198, 0.87007], [3.31070, -1.83651, 5.33698], [-1.61120, 4.61368, -5.61040], [2.93810, -4.46374, 1.61654], [0.68669, 5.15437, -4.76602], [-0.15663, 1.76923, 5.20931], [4.70048, -5.19516, -0.37940], [1.68443, 3.05655, -0.19995], [2.20905, 4.78163, 1.98176], [0.98670, 3.66801, -4.64343], [-0.21563, 1.72984, -3.92555], [4.58541, -5.97961, 0.75862], [0.91825, 4.95426, 1.21171], [-1.68576, -5.83144, 0.68970], [3.05150, -3.68038, 0.47794], [-1.00909, -1.44870, 2.25572], [3.70333, -5.61297, 1.76423], [3.94163, -4.03858, -0.53198], [-2.55767, -6.07011, -0.37839], [-1.29009, 3.13156, -5.50710], [2.99892, 1.29912, 0.83637], [-3.20493, 1.00093, -2.52838], [0.27008, -0.30451, 4.06967], [-4.35965, -0.84392, 3.75073], [2.46370, 3.30042, 2.15621], [-3.23848, -2.44963, -2.80306], [-0.89041, -4.71098, 0.72257], [-5.14286, -0.95918, 2.55759], [1.42985, -2.56786, -2.54032], [-0.47829, 0.85115, 4.21680], [-0.33945, 5.42043, -5.86631], [4.07578, -3.20546, -1.77454], [-3.01160, -0.93868, 3.67540], [-3.13779, -1.28796, 1.20016], [-1.31134, 1.36272, 0.90338], [-1.76781, -4.03588, -1.42969], [-2.60312, -5.15442, -1.40802], [-0.88890, -3.76068, -0.33236], [0.93104, 1.55128, 6.03402], [-4.33118, 1.85850, -1.93072], [1.72130, 0.41747, 5.86617], [-1.89390, -2.97490, -2.41350], [-4.57723, -1.17829, 1.34990], [-2.35431, -1.17504, 2.42662], [1.39483, -0.50568, 4.88728], [-0.01383, 4.58485, -1.02947], [-4.44661, 2.77515, -2.50415], [3.03144, 5.22652, 1.41438], [5.38659, -5.48634, -1.16734], [-3.77377, -2.09422, -1.92242], [-2.41975, -0.88444, 4.57989], [-0.04289, 3.81807, -1.79843], [-3.14117, -1.64674, -3.53173], [3.10940, -1.93624, 6.40678], [0.08157, 5.13175, -6.83614], [-3.28444, -5.31066, -2.23721], [1.71661, 2.85944, 2.83259], [-3.18602, -6.95094, -0.39291], [1.61746, 5.69096, -4.96152], [0.89260, -1.70929, 2.74032], [-2.06959, 4.93982, -4.67240], [1.62230, 3.44740, -3.78618], [-4.14876, 2.06592, -0.88102], [-0.75533, 2.66464, 5.31179], [-5.16923, -1.25119, 0.44631], [0.07031, 4.58230, 1.79373], [-1.29379, 1.05343, 3.53653], [4.02700, -2.14010, -1.55690], [0.29066, 5.51434, -3.81330], [2.15078, 5.27709, 2.95191], [1.18720, 2.26748, 6.80407], [5.18086, -6.87908, 0.85768], [2.23432, -4.18509, 2.39080], [3.44752, 3.13009, 2.60337], [-0.56691, 6.48714, -5.91974], [-0.22282, -4.52887, 1.55759], [-1.63972, -6.53923, 1.51035], [5.02673, -3.41279, -2.26715], [0.19839, 5.55617, -1.48858], [-0.99136, 4.62829, -0.54515], [3.73605, -2.76156, 4.95857], [2.58487, 0.26434, 6.49755], [-0.73587, -1.94405, 1.32425], [-2.34121, 4.76884, -6.40720], [1.49755, 3.31656, -5.55175], [-2.15982, 2.53621, -5.23091], [4.01755, -1.01846, 5.17383], [-6.22107, -0.86780, 2.63095], [-3.81734, -3.26854, -3.24010], [-4.84919, -0.69119, 4.70333], [3.60266, -6.22680, 2.65097], [2.82593, 0.81764, 1.80321], [2.51829, 0.71098, 0.06343], [4.07659, 1.32193, 0.64346], [0.73277, 6.01104, 0.99750], [-0.90692, 2.76600, -6.47063], [2.41840, -2.81068, 0.34381]],
  "lowdin_charge": [0.645, 0.539, 0.619, 0.898, 0.665, 0.011, -0.120, -0.214, -0.090, 0.003, -0.040, 0.147, -0.079, 0.071, 0.185, -0.081, -0.060, -0.004, -0.078, -0.075, -0.181, -0.087, -0.181, -0.085, -0.058, -0.487, -0.160, -0.145, -0.227, -0.100, -0.174, -0.101, -0.031, -0.018, -0.105, -0.287, -0.117, -0.138, -0.041, -0.705, -0.148, -0.100, -0.170, -0.005, -0.013, -0.079, -1.036, -0.034, -0.207, -0.464, -0.055, -0.340, -0.887, -0.116, -0.042, -0.353, -0.097, -0.470, -0.031, -0.289, 0.008, -0.147, -0.224, -0.040, 0.069, 0.119, 0.107, 0.079, 0.107, 0.069, 0.075, 0.094, 0.111, 0.106, 0.121, 0.085, 0.112, 0.145, 0.117, 0.119, 0.030, 0.105, 0.105, 0.109, 0.046, 0.032, 0.094, 0.113, 0.098, 0.094, 0.091, 0.121, 0.105, 0.097, 0.094, 0.068, 0.079, 0.080, 0.091, 0.098, 0.089, 0.111, 0.129, 0.114, 0.098, 0.100, 0.086, 0.091, 0.093, 0.084, 0.017, 0.092, 0.120, 0.131, 0.085]
}

{
  "formula": "C45H51F5N9O7",
  "method": "ωB97M-V/def2-TZVPD",
  "charge": -1,
  "elements": ["F", "F", "F", "F", "F", "O", "O", "O", "O", "O", "O", "O", "N", "N", "N", "N", "N", "N", "N", "N", "N", "C", "C", "C", "C", "C", "C", "C", "C", "C", "C", "C", "C", "C", "C", "C", "C", "C", "C", "C", "C", "C", "C", "C", "C", "C", "C", "C", "C", "C", "C", "C", "C", "C", "C", "C", "C", "C", "C", "C", "C", "C", "C", "C", "C", "C", "H", "H", "H", "H", "H", "H", "H", "H", "H", "H", "H", "H", "H", "H", "H", "H", "H", "H", "H", "H", "H", "H", "H", "H", "H", "H", "H", "H", "H", "H", "H", "H", "H", "H", "H", "H", "H", "H", "H", "H", "H", "H", "H", "H", "H", "H", "H", "H", "H", "H", "H"],
  "positions_angstrom": [[8.27836, -5.43958, 0.80616], [5.61542, -9.23611, -2.15780], [3.80151, -7.09047, 1.71437], [6.13189, -5.19433, 1.79077], [7.12655, -7.33832, 1.62628], [1.52612, -1.48747, 3.29328], [8.44611, -4.10763, -2.67459], [6.86438, -3.05507, -0.30764], [8.53387, -6.57428, -2.45556], [2.95835, -6.41484, -0.45629], [5.74416, -9.58460, 0.22199], [4.53247, -0.39142, 1.18209], [-6.27188, -0.64070, -2.38436], [6.45714, -5.63206, -5.17006], [-5.83896, 1.62900, 3.17491], [-1.35961, 2.11388, 2.29518], [-8.90516, 6.90641, 2.01685], [5.25501, -7.22535, -0.51201], [-3.64219, 7.34164, 4.03219], [7.25971, -1.82078, -7.70764], [6.28426, -6.36202, -0.45670], [5.31039, -3.39706, -4.61497], [9.46134, -1.04181, -7.09629], [-10.74421, 7.79436, 3.30416], [5.24080, -1.01904, 0.04812], [-10.00133, 7.68664, 2.13940], [2.93345, -1.63304, 2.85574], [6.90165, -6.06132, 0.84432], [-4.33790, 9.63603, 4.31413], [-0.42853, -1.20052, 1.61458], [8.09147, -1.12270, -6.90377], [-2.25780, 4.02317, 4.13133], [0.61481, -2.24772, 2.39115], [-10.34287, 7.05468, 4.41154], [3.17898, -0.93708, 1.36152], [4.01654, -6.91620, 0.23878], [-9.00879, -1.16298, -2.13923], [-6.31916, 2.18302, 0.47565], [-8.22136, -0.99341, -1.00507], [-7.06628, 1.48598, 2.62846], [-7.06153, -0.81177, -3.46720], [5.34167, -5.70797, -2.80136], [6.23997, -2.15674, 0.67486], [-5.32788, 9.46746, 3.35183], [-7.35236, 1.74582, 1.29775], [-5.47104, 8.23069, 2.73132], [7.86262, -5.24289, -2.28730], [-8.42110, -1.07005, -3.39640], [-3.52605, 8.55444, 4.61613], [-8.53886, 6.20152, 3.10928], [5.72939, -4.92395, -4.20349], [5.55475, -8.66104, -0.76230], [-5.04453, 2.34181, 1.00971], [-9.21903, 6.24047, 4.31584], [-6.87106, -0.73481, -1.17747], [7.82636, -2.46798, -8.74903], [5.84326, -3.83535, -1.02054], [-1.29302, 1.90313, 3.62803], [9.18486, -2.44985, -9.02119], [-4.85569, 2.05321, 2.35171], [6.36938, -5.32888, -1.53282], [-2.33789, 4.27023, 2.76470], [-4.61347, 7.20782, 3.10312], [10.01539, -1.72067, -8.17642], [-1.88177, 3.29334, 1.89433], [-1.72654, 2.81687, 4.57529], [-7.65359, 5.58402, 2.98565], [-4.68762, 6.22305, 2.65032], [-1.92629, 3.43745, 0.81843], [-1.65136, 2.59359, 5.63347], [3.13365, -2.80885, 2.81151], [6.63986, -5.04414, -6.00836], [-0.08500, -2.96568, 3.03250], [10.08124, -0.46395, -6.42023], [-6.21529, -0.59124, -0.32327], [2.37317, -0.06334, 1.29041], [4.21993, -5.42035, -2.53200], [-10.07158, -1.36560, -2.04392], [5.92027, -0.16423, -0.42478], [-4.20133, 10.58685, 4.81666], [-10.27607, 8.24146, 1.24702], [11.08540, -1.68173, -8.35866], [5.64023, -3.12197, -5.72086], [1.20595, -2.92096, 1.62003], [7.13633, -3.01980, -9.38122], [-11.61482, 8.43894, 3.34672], [-2.73695, 8.63681, 5.35788], [-5.98262, 10.29281, 3.08768], [5.66362, -2.68903, 1.54286], [7.13487, -1.56317, 1.19486], [-9.00741, -1.19615, -4.29951], [-2.74624, 5.20063, 2.38671], [9.58576, -2.99025, -9.87119], [5.31573, -3.20733, -1.85030], [4.14014, -3.23553, -4.47174], [-10.90095, 7.11231, 5.34153], [-6.23239, 8.06726, 1.97707], [2.85717, -1.74291, 0.57635], [-0.86782, 0.94870, 3.92456], [3.60291, -1.12786, 3.69250], [-8.64905, -1.06033, -0.01115], [-0.60722, -1.50447, 0.49193], [-8.35643, 1.61105, 0.91184], [-4.21823, 2.68138, 0.39555], [-7.83954, 1.14572, 3.31107], [-6.55591, -0.73322, -4.42523], [4.99704, -4.07998, -0.21355], [7.61198, -0.61309, -6.07309], [-2.60677, 4.76456, 4.84421], [-6.50545, 2.39800, -0.57255], [4.51771, -1.39282, -0.79171], [-1.46290, -1.17345, 2.20899], [-3.87835, 2.15794, 2.81446], [-8.88075, 5.65116, 5.16056], [5.41589, -6.86332, -3.09601], [5.84413, -2.57739, -3.93545], [0.05039, -0.13327, 1.65216]],
  "lowdin_charge": [0.050, -0.001, 0.005, 0.007, 0.010, -0.248, -0.106, -0.178, -0.266, 0.034, 0.043, -0.204, 0.061, 0.095, 0.063, 0.065, 0.052, -0.009, 0.062, 0.049, 0.006, -0.094, -0.072, -0.082, -0.170, -0.154, -0.166, -0.168, -0.079, -0.109, -0.145, -0.075, -0.238, -0.081, -0.168, -0.111, -0.084, -0.092, -0.083, -0.158, -0.152, -0.061, -0.164, -0.076, -0.098, -0.074, -0.392, -0.083, -0.147, -0.155, -0.286, -0.082, -0.060, -0.072, -0.159, -0.156, -0.120, -0.146, -0.083, -0.135, -0.209, -0.088, -0.150, -0.081, -0.180, -0.068, 0.100, 0.090, 0.103, 0.103, 0.133, 0.020, 0.124, 0.102, 0.101, 0.136, 0.119, 0.103, 0.144, 0.100, 0.100, 0.103, 0.065, 0.119, 0.099, 0.099, 0.102, 0.105, 0.120, 0.152, 0.099, 0.080, 0.098, 0.112, 0.081, 0.104, 0.093, 0.122, 0.101, 0.143, 0.100, 0.079, 0.097, 0.095, 0.098, 0.101, 0.133, 0.103, 0.095, 0.109, 0.120, 0.081, 0.070, 0.104, 0.129, 0.081, 0.052]
}

The maximum force results, record by record, are as follows: 0.42 10.23 eV Å⁻¹.
The E_HOMO results, record by record, are as follows: -4.753 -4.622 eV.
The lowest unoccupied orbital energy results, record by record, are as follows: 2.104 0.853 eV.